# 1
DFT (the ωB97M-V functional and the def2-TZVPD basis) results for C23H38BBr2CaCl2FN5NaO14 as an isolated structure in a non-equilibrium geometry.

Values from the calculation:
Highest occupied orbital energy: -6.70 eV
Frontier orbital gap: 1.08 eV

The geometry in ORCA input format:
```
! RIJCOSX wB97M-V def2-TZVPD def2/J DEFGRID3
* xyz 0 1
C 1.332 1.255 3.341
H 3.810 1.155 6.005
H 4.066 -0.037 7.070
H -3.107 -6.191 -8.616
H -1.848 -6.534 -5.572
H 4.707 0.254 -3.921
C 4.509 -1.381 -2.464
H 4.450 -2.475 -2.424
O -7.032 3.339 -5.333
Ca -3.181 -0.695 -0.505
Cl 3.441 3.314 8.158
N -2.576 -5.148 -6.894
N 0.408 0.726 9.337
C -5.644 0.638 -3.505
C -3.402 -6.133 -7.567
C 2.131 -1.031 -2.292
H 3.782 -1.187 -4.505
C 2.904 1.147 0.984
B 3.094 -0.693 5.385
O 3.415 -0.799 -1.764
C 1.755 -2.505 -2.345
H -2.983 0.386 0.603
O 1.800 -1.249 5.150
C 1.077 3.822 3.134
H -7.272 1.948 -3.157
H -2.923 -3.120 -6.552
N 2.401 2.361 1.424
O 4.236 -1.061 4.595
O 1.635 0.711 9.297
N 0.538 3.746 5.663
O 3.988 4.642 8.050
H -5.081 2.598 -6.873
C -1.789 -5.469 -5.846
H 2.025 4.970 4.809
C -5.135 0.293 0.819
H 2.395 -3.061 -3.031
H 2.402 3.207 4.888
H 3.050 -1.090 1.304
C 1.587 3.948 4.653
O -1.072 -4.690 -5.239
F 4.888 1.562 1.995
C 4.643 -0.896 -3.893
H -3.659 1.786 1.451
H 5.408 -1.100 -1.912
H -0.322 4.250 5.455
H 2.598 3.200 0.881
H 4.478 -0.216 4.148
H 2.031 -0.562 -3.278
O 1.014 -2.277 3.287
H -5.751 0.062 -2.594
H -0.036 3.839 3.040
H -5.054 -0.430 1.632
H 0.378 2.767 5.889
O -0.173 1.338 10.234
H 1.595 4.642 2.562
C -5.188 2.024 -5.962
H 0.727 -2.622 -2.685
O 2.003 3.376 8.105
Br -6.580 1.481 1.333
C -4.541 0.243 -4.407
O -0.242 0.129 8.472
C -3.837 1.066 0.657
N 3.335 0.335 6.445
C 1.862 -0.088 2.910
C 2.648 -0.125 1.698
O 3.928 2.502 7.055
H 1.853 -2.965 -1.361
H -3.285 -7.115 -7.109
C -2.596 -3.774 -7.364
O 3.852 2.721 9.406
H -3.562 0.711 -6.307
Br -3.810 2.051 -1.032
C 1.529 -1.314 3.790
C -6.293 2.420 -5.059
Na -1.007 -2.100 -3.143
Cl 5.834 1.352 -4.449
C 1.645 2.451 2.576
C -4.374 1.013 -5.658
H -4.449 -5.829 -7.499
H 0.695 1.319 4.256
C -6.459 1.647 -3.806
H -1.588 -3.481 -7.664
H -5.452 -0.229 -0.097
H 1.431 -0.513 -1.629
O -3.795 -0.685 -4.133
H 3.524 1.105 0.061
H -3.274 -3.672 -8.210
H 5.536 -1.311 -4.355
*
```


# 2
DFT (the ωB97M-V functional and the def2-TZVPD basis) results for C23H39BHgN8O4SSi2 as an isolated structure in a non-equilibrium geometry.

Values from the calculation:
Highest occupied orbital energy: -2.55 eV
Frontier orbital gap: 6.92 eV

The geometry in ORCA input format:
```
! RIJCOSX wB97M-V def2-TZVPD def2/J DEFGRID3
* xyz -2 1
H -1.529 -2.293 3.261
N 0.580 -1.631 -1.440
H 1.150 0.347 5.218
C 4.501 -0.868 2.951
H 4.671 -0.651 -0.037
C -2.934 2.155 0.149
H -0.711 0.492 -4.721
C 1.644 -2.547 3.949
C 3.682 2.044 2.735
C -3.923 1.162 0.261
H 1.373 2.241 -4.876
C -3.312 -1.990 -4.776
H -1.502 -1.082 1.983
H 5.116 1.035 0.175
N -2.408 -0.755 -3.186
H -3.902 -0.847 -0.689
H 2.862 2.715 2.490
H 3.583 0.609 -0.578
C -2.151 -1.729 -4.081
H 4.290 -0.770 4.011
Hg 0.317 1.374 0.833
H -0.171 0.989 4.271
H -2.428 3.578 1.646
N -1.942 1.703 -0.603
H -3.966 3.898 0.809
C -2.945 3.538 0.684
H -3.472 -2.717 -5.550
H 2.365 -4.322 -0.912
H 2.398 -2.224 4.659
H -1.178 -2.169 -4.158
C 2.316 2.942 -2.100
H 1.613 -0.984 0.877
H -0.470 -4.505 -0.288
N -3.678 -0.367 -3.284
H -6.304 -1.307 -3.717
B -1.447 -0.261 -2.071
Si 3.391 0.346 1.917
H -2.406 -2.749 -1.103
C -0.132 0.937 -3.936
H 2.140 -3.128 3.179
H 5.560 -0.667 2.803
N -0.746 -1.519 -1.529
O -0.935 4.503 2.692
C -0.915 -1.847 2.484
H -5.957 -1.526 -5.437
C 1.259 2.054 -2.656
C -5.697 -0.951 -4.550
H 4.326 -1.904 2.681
N -2.262 0.458 -1.005
H 3.701 1.962 3.819
H 2.112 3.103 -1.041
H -5.939 0.097 -4.711
H 2.436 -3.161 0.430
H 0.967 -3.216 4.473
H 4.614 2.508 2.414
C 1.610 -0.263 1.696
S -0.057 3.340 2.588
H 2.947 -2.655 -1.178
C -3.456 0.108 -0.489
C 2.236 -3.274 -0.635
O 0.767 3.390 1.313
H -4.839 1.223 0.815
C -0.355 -3.519 -0.693
Si 0.690 -1.040 3.172
H -0.447 -0.391 5.340
C -1.340 -2.644 -1.089
O -0.883 2.076 2.464
N 0.463 1.352 -1.869
N -0.384 0.674 -2.643
C 0.263 0.072 4.658
H -0.690 -2.618 1.754
C 4.283 0.336 0.204
H 3.303 2.487 -2.213
H 2.317 3.900 -2.621
O 0.836 3.238 3.738
H -2.388 4.200 0.023
C -4.247 -1.098 -4.229
C 0.843 -2.823 -0.930
C 0.921 1.821 -3.998
*
```


# 3
DFT (the ωB97M-V functional and the def2-TZVPD basis) results for C23H39Cl3N3O3SSiTm as an isolated structure in a non-equilibrium geometry.

Values from the calculation:
Highest occupied orbital energy (spin up / spin down): -8.10 / -8.10 eV
Frontier orbital gap (spin up / spin down): 8.11 / 8.11 eV

The geometry in ORCA input format:
```
! RIJCOSX wB97M-V def2-TZVPD def2/J DEFGRID3
* xyz 0 3
H -2.443 4.593 1.699
H 2.440 -2.258 -1.000
O 0.007 1.927 2.789
H 2.835 1.824 -3.517
C -1.282 -2.257 3.303
S -2.383 0.517 6.406
Tm 1.144 0.070 2.586
H -3.084 0.226 -1.895
C 2.009 -2.221 -4.312
N -0.502 4.018 2.085
C 1.914 1.626 -4.063
C -0.882 0.413 7.309
H 0.041 2.490 -2.440
C -1.504 0.322 4.938
C 1.185 0.476 -3.748
H 1.941 -4.381 -4.129
Cl 2.267 1.468 0.752
C 0.165 0.181 6.425
H -1.156 2.862 -1.191
H -0.064 2.801 -6.588
C -1.788 -4.560 3.744
H -2.193 -1.126 -2.592
H 1.409 3.426 2.607
H 1.648 -1.561 -5.100
C -1.911 3.668 1.927
C 2.366 -3.590 -4.766
H -0.822 5.986 1.498
C -2.149 -0.049 -2.399
H 2.304 -3.667 -2.072
H 3.453 -3.759 -4.825
C -0.427 0.999 -5.480
Cl 2.900 0.357 4.250
H 0.017 -3.663 1.324
H -1.599 -3.213 0.720
H -2.304 3.220 2.849
H 1.946 -3.704 -5.773
H -0.388 -0.859 -4.337
C -1.372 0.131 0.418
C 1.471 2.454 -5.101
H 2.076 3.312 -5.390
O 0.654 -0.560 -1.573
H 0.266 5.067 0.406
H -1.475 -0.938 0.611
C 2.720 -2.659 -1.986
O -0.542 -1.407 2.786
H -0.791 0.523 8.374
C 1.657 -0.416 -2.602
N -1.447 -3.494 2.814
H -2.026 0.316 3.987
H -0.666 0.611 1.109
C 0.357 3.122 2.536
C -0.020 5.242 1.457
H -2.162 -5.431 3.200
C -1.067 -3.838 1.452
H 2.537 0.026 -2.100
Cl 1.577 -2.044 1.036
Si -0.721 0.398 -1.281
C 0.066 0.119 -4.510
H -1.344 0.736 -6.011
H 3.817 -2.741 -2.030
H -1.325 -4.890 1.301
H 0.869 5.584 2.002
N -0.198 0.142 5.092
C -0.297 2.221 -1.433
C 0.290 2.153 -5.781
H -2.057 2.956 1.102
H -0.902 -4.854 4.332
C 2.136 -1.794 -3.040
H 0.522 2.472 -0.745
H -1.849 -2.046 4.236
H 1.205 0.066 6.690
H -2.567 -4.214 4.440
H -2.156 0.459 -3.368
H -2.339 0.616 0.588
*
```


# 4
DFT (the ωB97M-V functional and the def2-TZVPD basis) results for a 3-piece molecular cluster, C23H39F7N6O7P2 overall in a non-equilibrium geometry.

Values from the calculation:
Highest occupied orbital energy: -7.82 eV
SMILES string: O=C1C=CC(=O)C(C(=O)C(F)(F)C(F)(F)C(F)(F)C(=O)O)=C1F.CN(C)P(=O)(N(C)C)N(C)C.CN(C)P(=O)(N(C)C)N(C)C
Frontier orbital gap: 4.95 eV

The geometry in ORCA input format:
```
! RIJCOSX wB97M-V def2-TZVPD def2/J DEFGRID3
* xyz 0 1
H -0.282 -6.419 0.209
P 0.175 -3.540 -1.955
N 3.339 0.819 -0.946
C -1.883 -5.414 -1.541
O 0.306 -2.794 -0.605
H -2.924 -3.186 -2.132
C -2.199 2.422 3.547
H 2.075 -0.844 -0.550
C -3.495 3.426 3.598
C 6.643 3.047 -1.133
H -2.205 -5.256 -2.574
O -5.312 0.753 1.708
N -0.531 -4.943 -1.297
H 3.067 3.342 2.049
O -1.385 2.731 1.033
C -1.146 0.306 2.023
H 4.349 4.240 1.222
H -1.105 -0.484 -3.376
H 7.000 4.010 -1.514
C -0.496 -0.205 3.296
F -1.943 2.313 6.179
H -1.563 -3.539 -4.631
C 1.299 -5.056 -3.829
C 3.312 3.899 1.140
O 5.567 0.794 -0.191
H 3.384 1.255 -3.008
N 0.024 -4.398 -3.507
H -2.602 -4.938 -0.869
H -2.882 -1.481 -2.370
H -0.301 -0.555 -1.790
F -5.786 4.321 4.135
C -4.731 3.382 4.672
C -1.576 1.922 2.078
H 1.680 -5.606 -2.962
P 4.435 1.848 -0.127
F -6.946 0.109 3.966
H 2.767 -0.089 0.878
H 0.064 -2.922 -5.042
H -0.622 -4.785 0.816
C 2.982 -0.369 -0.159
C 3.537 0.416 -2.330
O 0.885 0.882 5.269
H 2.689 4.799 1.093
H -1.949 -6.496 -1.380
N 3.133 3.060 -0.054
C -0.448 -1.084 -2.737
C -0.102 -5.352 0.036
C -0.506 -3.804 -4.733
H 0.519 -1.141 -3.247
H 1.179 -5.787 -4.636
H 7.111 2.250 -1.721
N -0.997 -2.432 -2.531
H -0.169 -1.344 3.369
H 0.978 -5.203 0.158
F -7.910 2.289 4.027
C -5.449 1.922 4.857
C -2.314 -2.308 -1.925
H -6.398 3.618 1.663
C -6.150 1.695 2.188
C -6.610 1.567 3.756
C -0.252 0.865 4.559
H 5.093 4.334 -2.766
N 5.187 2.958 -1.176
H 4.527 -0.015 -2.502
F -6.144 1.967 6.198
H 2.784 -0.318 -2.644
C 1.710 2.756 -0.190
H 2.055 -4.322 -4.121
H 3.625 3.427 -2.544
H 1.105 3.666 -0.092
H 1.368 2.043 0.567
C -1.526 1.919 4.811
H -1.365 -0.382 1.088
O -6.625 2.741 1.235
H 5.049 2.642 -3.264
H -0.480 -4.526 -5.559
H 1.472 2.372 -1.187
F -4.377 3.955 6.024
H 7.004 2.977 -0.100
H 3.789 -1.109 -0.150
C 4.714 3.343 -2.494
O -3.512 4.423 2.670
H -2.264 -2.146 -0.844
F -4.528 0.765 4.916
*
```


# 5
DFT (the ωB97M-V functional and the def2-TZVPD basis) results for C23H39LuO2Si as an isolated structure in a non-equilibrium geometry.

Values from the calculation:
Highest occupied orbital energy: -7.27 eV
Frontier orbital gap: 7.65 eV

The geometry in ORCA input format:
```
! RIJCOSX wB97M-V def2-TZVPD def2/J DEFGRID3
* xyz 0 1
C -2.709 -1.663 1.385
H 2.288 0.385 6.032
H 1.678 1.196 1.805
H 2.663 -0.437 4.516
H 0.957 0.130 -6.587
H -0.149 2.725 -2.884
H -2.499 1.685 1.093
H -1.227 -2.456 -6.212
H -2.270 1.420 -1.095
H 1.372 -2.871 -4.582
C 1.395 -1.994 -5.232
C -0.535 2.567 -1.870
H 2.253 -1.358 -4.993
C -1.438 1.323 -1.800
Lu -0.418 -0.793 1.229
H -0.754 1.413 -4.415
C 0.114 -1.220 -5.069
C -1.125 -2.093 -5.183
C 0.807 -2.398 2.637
C 0.542 -2.944 0.408
H 0.187 2.054 1.985
H -0.871 0.109 -6.529
H 1.134 -0.762 5.349
C 0.027 -3.164 1.729
H -1.008 -2.969 -4.539
H -3.220 -0.415 -0.437
C -2.470 0.643 1.395
H -1.011 1.103 5.566
H 0.677 -2.347 3.722
H -1.048 3.468 -1.560
H -1.833 1.009 -2.779
H -2.121 -1.896 3.563
H 1.822 3.827 3.860
O 0.828 0.832 -1.035
C 0.722 1.164 2.364
C 2.258 2.947 4.344
C 1.660 -2.049 0.518
C -2.178 0.163 2.705
C 0.683 2.269 -1.014
H -2.047 -1.555 -4.934
C -0.445 1.962 5.189
C -2.290 -1.265 2.703
C -0.427 0.243 -1.397
H 2.349 -1.758 -0.282
H -0.819 -0.716 -0.857
C 0.064 0.031 -5.968
H 2.627 -1.136 2.335
H 3.210 2.742 3.846
H -0.777 -3.846 2.021
H 1.628 2.654 -1.439
H 2.487 3.227 5.374
H -0.128 -0.247 -2.336
H -1.914 0.767 3.564
H 0.528 2.612 0.021
H 0.210 -3.456 -0.497
C 1.832 -1.738 1.895
H -1.139 2.601 4.628
H -2.928 -2.681 1.077
H 1.486 -2.328 -6.267
C 0.127 0.796 -4.639
Si 1.073 1.475 4.187
C 1.853 0.024 5.089
C -2.825 -0.488 0.581
H -0.123 2.541 6.067
O 0.152 -0.447 -3.817
H 1.054 1.385 -4.531
*
```


# 6
DFT (the ωB97M-V functional and the def2-TZVPD basis) results for a 6-piece molecular cluster, C23H40BNO23S5 overall in a non-equilibrium geometry.

Values from the calculation:
Highest occupied orbital energy: -8.72 eV
SMILES string: CCCCCC1=CC(=O)C=C(B(O)N(C)C)C1=O.O=S1(=O)OCCO1.O=S1(=O)OCCO1.O=S1(=O)OCCO1.O=S1(=O)OCCO1.O=S1(=O)OCCO1
Frontier orbital gap: 7.70 eV

The geometry in ORCA input format:
```
! RIJCOSX wB97M-V def2-TZVPD def2/J DEFGRID3
* xyz 0 1
H 5.563 -7.037 -2.772
H 1.252 4.549 2.269
S -4.088 -2.028 0.646
H 6.061 -1.717 -1.540
O -1.336 1.792 4.587
H -6.495 5.004 -0.004
O 1.967 -8.250 -4.618
C -2.514 5.206 0.688
O 1.281 -0.588 -2.371
H -4.678 -4.445 -0.871
C -4.102 5.682 2.490
O -4.253 -3.582 0.958
H -1.777 -3.667 -0.217
O -3.362 -1.432 1.710
O 2.743 -0.423 -0.382
C -1.528 6.155 1.295
H 8.820 -2.328 -2.760
C 7.931 -2.616 -2.198
H 0.038 1.034 1.268
H 2.952 -0.591 -3.582
O 2.359 -7.511 -2.292
C -2.705 -3.539 -0.773
H 0.686 1.238 -0.350
S 2.340 -7.125 -3.842
H -5.772 1.654 1.676
C 2.017 -1.146 -3.475
H 1.847 2.372 1.893
O 6.259 -1.806 -3.597
O -6.244 4.548 0.807
C 2.257 -2.581 -3.061
O 2.533 -2.491 -1.650
H -4.120 2.084 2.132
C 3.707 -7.691 -1.830
C -1.860 6.796 2.422
H 0.234 4.611 -0.595
C 4.515 -6.760 -2.711
O -1.207 2.071 7.011
O 7.350 -3.781 -2.814
C -5.569 2.375 -0.868
H -4.391 0.806 0.924
H 0.401 6.985 1.276
H -2.874 -0.338 5.372
H -0.369 6.959 -0.293
H 1.430 -1.056 -4.383
H 1.630 5.427 0.093
S 6.385 -3.341 -4.003
H 3.759 -7.429 -0.777
O -5.329 -1.487 0.224
H 2.021 2.999 0.254
H 1.374 -3.202 -3.212
C -3.835 5.024 1.351
C 6.834 -1.574 -2.297
O 1.651 -5.891 -3.975
C -0.208 6.370 0.611
O -0.896 -0.131 5.934
B -4.937 4.064 0.745
C -3.837 -4.354 -0.182
C -4.750 1.759 1.302
C -1.635 0.592 3.854
H 8.201 -2.854 -1.174
O 0.842 1.574 5.733
H 4.424 -5.724 -2.391
O 7.053 -3.432 -5.246
S -0.554 1.430 5.929
H -5.503 3.090 -1.686
O 0.632 -1.697 -0.290
H -2.503 0.756 3.223
H -3.525 -5.339 0.153
H -0.775 0.335 3.234
C 1.304 2.785 1.048
C 0.606 5.108 0.295
H -0.628 2.269 0.206
H -1.734 -1.457 4.585
N -4.646 2.747 0.204
H -5.274 1.404 -1.266
H -2.535 -3.743 -1.826
O -3.400 7.207 4.134
O 3.906 -6.895 -4.004
C 0.668 4.122 1.452
H 7.208 -0.556 -2.253
O 5.134 -3.983 -3.798
C -1.881 -0.439 4.933
C -3.139 6.608 3.107
H 3.992 -8.736 -1.966
S 1.769 -1.248 -1.005
H -6.606 2.289 -0.530
H -5.053 5.570 2.993
O -3.150 -2.180 -0.626
H -1.182 7.500 2.887
H -0.329 3.911 1.840
O -2.248 4.615 -0.338
H 3.107 -3.026 -3.564
C 0.292 1.771 0.508
*
```


It is found that the molar mass values, taken in the order of the records, are 932.17; 791.26; 741.03; 706.53; 550.62; 869.70 g/mol.